Computed, not measured: a 8-piece molecular cluster, C24H46O24 overall, with ωB97M-V/def2-TZVPD.

Results
Kohn-Sham gap = 11.02 eV
F_max = 2.1 eV Å⁻¹
Multiplicity = 1
Charge = 0
Calculated total energy = -2747.85802 a.u.

Each line ends with the Mulliken charge.
Positions of all 94 atoms, in Å:
C  0.610  -4.750  -0.654  0.9229
C  0.816  -6.008  0.179  -0.3446
O  2.213  -6.094  0.368  -0.3572
C  2.770  -4.886  0.104  0.5448
O  3.920  -4.620  0.213  -0.5483
O  1.815  -4.031  -0.293  -0.1201
H  -0.251  -4.134  -0.451  -0.5620
H  0.676  -4.961  -1.721  -0.0466
H  0.518  -6.897  -0.386  0.2931
H  0.210  -6.092  1.084  0.2166
C  4.468  -0.027  -1.611  -0.6230
O  4.736  1.218  -1.007  -0.2541
C  4.416  1.432  0.256  0.9199
O  3.679  0.771  0.931  -0.5550
O  5.090  2.508  0.657  -0.3297
C  4.842  2.935  1.986  -0.4562
H  3.562  -0.546  -1.301  0.2034
H  5.270  -0.738  -1.391  0.3479
H  4.429  0.103  -2.689  0.2494
H  5.325  2.267  2.702  0.2957
H  3.782  2.924  2.234  0.0933
H  5.160  3.964  2.119  0.2465
C  -6.031  -0.809  4.084  -0.6457
O  -5.479  -2.094  4.355  -0.3831
C  -4.705  -2.620  3.417  0.9390
O  -4.473  -2.144  2.339  -0.5618
O  -4.163  -3.728  3.908  -0.3464
C  -3.291  -4.465  3.061  -0.2442
H  -6.080  -0.286  5.031  0.2599
H  -7.020  -0.902  3.624  0.3040
H  -5.474  -0.284  3.308  0.2699
H  -3.783  -4.731  2.126  0.3564
H  -2.988  -5.362  3.589  0.2390
H  -2.413  -3.853  2.848  -0.1308
C  1.006  7.037  -0.187  -0.8180
O  0.564  5.703  -0.296  -0.3147
C  1.037  4.820  0.587  0.9016
O  1.913  5.034  1.383  -0.5913
O  0.391  3.686  0.420  -0.3516
C  0.496  2.706  1.456  -0.2090
H  0.196  7.694  -0.504  0.2953
H  1.900  7.210  -0.785  0.2758
H  1.217  7.386  0.826  0.3749
H  -0.033  1.840  1.078  0.1257
H  0.072  3.090  2.385  0.2554
H  1.523  2.522  1.765  -0.0490
C  1.340  0.501  -2.105  -1.0875
O  0.895  -0.690  -1.463  -0.2490
C  -0.189  -0.607  -0.701  0.6805
O  -0.937  0.333  -0.627  -0.6838
O  -0.355  -1.792  -0.132  -0.1300
C  -1.535  -2.024  0.625  -0.5025
H  0.459  1.043  -2.446  0.5166
H  2.031  0.231  -2.891  0.4012
H  1.856  1.211  -1.460  0.2348
H  -1.466  -2.977  1.137  0.0728
H  -2.418  -1.985  -0.015  0.4028
H  -1.713  -1.243  1.366  0.1968
C  -0.972  -3.444  -3.527  -0.1018
O  -2.155  -4.168  -3.820  -0.3780
C  -2.708  -4.967  -2.900  0.7950
O  -2.331  -5.168  -1.776  -0.4779
O  -3.879  -5.442  -3.328  -0.3564
C  -4.622  -4.820  -4.359  -0.6360
H  -1.046  -2.461  -3.989  0.3108
H  -0.045  -3.914  -3.847  0.3285
H  -0.909  -3.235  -2.458  -0.2639
H  -4.037  -4.339  -5.139  0.2996
H  -5.261  -4.047  -3.921  0.2705
H  -5.290  -5.557  -4.795  0.2566
C  -2.258  3.052  3.369  -0.9462
O  -2.284  1.646  3.147  -0.2339
C  -1.652  0.871  4.020  0.7380
O  -1.004  1.250  4.955  -0.5872
O  -1.869  -0.389  3.678  -0.0050
C  -1.474  -1.367  4.621  -0.7506
H  -1.586  3.312  4.188  0.4435
H  -3.248  3.311  3.760  0.2943
H  -2.031  3.584  2.454  0.2599
H  -0.431  -1.262  4.935  0.3719
H  -1.634  -2.355  4.215  0.1394
H  -1.978  -1.223  5.581  0.3203
C  1.442  6.179  -3.465  -0.7807
O  1.484  4.808  -3.104  -0.2398
C  2.494  4.034  -3.462  0.6167
O  2.703  2.961  -2.976  -0.3499
O  3.270  4.623  -4.377  -0.3765
C  4.444  3.913  -4.771  -0.6119
H  0.547  6.645  -3.062  0.2531
H  1.322  6.319  -4.543  0.3511
H  2.369  6.643  -3.138  0.3236
H  5.051  3.771  -3.877  0.3000
H  4.915  4.524  -5.533  0.2274
H  4.256  2.924  -5.189  0.2547